Below is a molecular structure, C30H51GdNP2, with properties calculated with wB97M-V/def2-TZVPD.

The geometry in XYZ format:
```
85
Properties=species:S:1:pos:R:3:forces:R:3:mulliken_charge:R:1
Gd 1.219175 -1.208774 0.479964 1.8 3.7 -1.0 -0.482
C 0.854022 2.453327 -3.009110 -3.1 -0.1 0.4 0.306
C -0.484456 2.726084 -2.587708 1.6 0.0 0.0 0.418
C 0.955443 4.158923 -1.473341 2.0 -1.3 -1.0 0.905
C 1.736194 3.314114 -2.281189 -1.0 1.7 1.4 0.500
C -0.407063 3.755729 -1.613453 -0.2 -0.5 -0.6 0.523
C 1.248293 1.338177 -3.892836 0.4 -0.5 -0.3 -1.178
H 0.393589 0.936893 -4.494354 0.8 0.4 0.5 0.382
H 1.631539 0.530415 -3.222183 -0.1 0.1 -0.6 0.001
H 2.087040 1.640011 -4.560069 -0.6 -0.4 0.3 0.440
C 3.190964 3.107403 -2.208460 0.1 -0.1 0.0 -1.727
H 3.625093 2.816417 -3.162674 0.1 0.1 -0.1 0.420
H 3.363002 2.274844 -1.514127 0.3 0.1 0.0 0.249
H 3.668820 4.004471 -1.828953 0.4 -0.1 0.0 0.345
C 1.468825 5.104014 -0.455994 0.0 0.3 0.5 -1.392
H 2.563048 5.245365 -0.609253 -0.8 0.1 0.5 0.280
H 1.244701 4.689990 0.565756 0.5 0.6 -0.7 0.114
H 0.951245 6.080290 -0.536987 0.4 -0.3 0.1 0.447
C -1.495343 4.227364 -0.722367 -0.1 0.1 -0.1 -1.340
H -1.579243 5.325941 -0.746696 0.0 -0.3 0.1 0.429
H -1.254976 3.906388 0.311274 -0.2 0.3 -0.4 0.053
H -2.452602 3.789486 -1.031081 0.1 0.2 0.2 0.386
C -1.716023 1.973959 -2.929741 -0.3 0.3 0.0 -1.079
H -2.445059 2.635271 -3.428798 0.1 -0.5 0.1 0.359
H -2.165932 1.605787 -1.995046 -0.1 -0.1 -0.3 0.026
H -1.462578 1.130649 -3.576030 -0.3 0.1 0.0 0.187
C -0.378274 -3.855209 0.501445 1.2 -0.5 1.5 -1.291
C -0.698821 -3.543420 -0.844580 -0.3 -2.0 -3.2 0.878
C -2.074426 -4.228325 -1.203213 0.6 -0.4 -0.7 -1.296
C -3.383973 -3.529230 -0.737412 0.1 -1.0 -0.3 -1.088
C -3.029750 -2.326544 -0.018895 -1.2 0.8 -1.4 -0.830
C -2.661479 -2.196104 1.324731 3.4 1.9 3.1 1.321
C -2.189696 -3.358040 2.221298 -1.3 0.5 -0.3 -0.988
C -1.345254 -4.428975 1.499313 0.0 -0.1 0.8 -1.188
H -2.015064 -5.223542 -0.732497 0.0 0.4 -0.6 0.393
H -3.952772 -4.197112 -0.051259 0.2 0.1 -0.7 0.297
H -2.126947 -4.397906 -2.277231 0.0 0.0 0.0 0.644
H -2.021272 -5.208628 1.072481 0.6 0.6 0.4 0.222
H 0.659022 -3.803821 0.851937 -0.1 -0.2 -0.2 1.130
H 0.078686 -4.016837 -1.556511 -0.9 -2.2 1.1 0.227
H -0.763917 -4.876612 2.330701 -0.2 -0.2 -0.7 0.547
H -1.609339 -2.842255 2.991283 -0.1 -0.5 0.2 0.344
H -3.293312 -1.454824 1.915131 0.8 -0.8 -0.6 0.504
H -3.044585 -3.786380 2.738906 0.0 -0.4 0.0 0.564
H -3.972348 -3.282374 -1.645605 0.1 -0.2 0.8 0.311
H -3.137944 -1.433976 -0.604559 0.1 0.5 0.0 0.054
P 0.217233 -2.304283 -1.936203 0.2 3.8 0.6 0.711
P -1.925002 1.314381 1.479678 2.2 -0.9 0.5 0.874
C -1.010985 -1.354113 1.332928 -2.3 -1.5 -1.2 -0.339
C -0.952927 -0.218909 2.277217 -1.6 0.8 -0.6 -1.527
H -0.252345 -2.117320 1.699794 -1.6 0.1 -0.4 0.907
H -0.999668 -1.232996 0.178415 0.4 0.4 1.6 -0.362
H -1.492874 -0.692253 3.118047 0.2 0.8 0.3 0.313
H 0.051075 0.132411 2.671183 -0.9 -0.2 -0.7 0.770
C -2.144459 1.911959 3.175344 -0.5 0.8 0.0 -1.347
H -2.391567 2.977919 3.080608 0.0 -0.2 0.7 0.399
H -1.224019 1.722839 3.756997 -0.6 0.5 -0.2 0.383
H -2.991551 1.325364 3.567094 0.4 0.5 0.4 0.408
C -3.678006 0.930732 1.053742 0.5 -0.4 0.4 -1.470
H -4.150110 0.642507 1.989333 -0.6 -0.1 -0.2 0.534
H -3.799042 0.158610 0.285410 -0.1 0.4 0.2 0.306
H -4.075639 1.891270 0.704313 0.0 -0.3 0.0 0.414
C 1.920822 -2.927406 -2.300816 0.5 -1.1 -0.4 -1.358
H 2.005625 -3.360754 -3.293994 -0.2 -0.2 -0.2 0.479
H 2.223485 -3.732803 -1.607404 -0.3 0.2 -0.1 0.492
H 2.753795 -2.199515 -2.283036 -0.8 0.3 0.3 0.398
C -0.714477 -1.954619 -3.481998 -0.7 -0.4 0.1 -1.113
H -1.435442 -1.137541 -3.269024 0.4 -0.5 0.1 0.190
H -1.291021 -2.878054 -3.678688 0.2 0.5 -0.5 0.441
H -0.114300 -1.620357 -4.358752 -0.1 -0.6 0.8 0.421
C 2.787049 -1.886494 2.617943 0.9 -1.1 -0.1 -0.379
C 3.235636 -0.483528 2.800472 1.2 1.5 0.5 0.585
C 4.094174 0.107171 3.765312 -0.8 -1.0 -0.6 -1.323
C 4.233280 1.474169 3.457325 -0.9 -0.1 -1.6 -0.717
C 3.462689 1.652436 2.279334 0.4 -0.8 1.0 0.036
C 3.376662 2.943365 1.562740 -0.2 0.9 -0.6 -0.552
N 2.852026 0.449203 1.880078 -0.2 0.8 -0.3 -0.010
H 2.002367 -2.163165 3.342662 -0.2 -0.3 -0.6 0.239
H 3.638954 -2.572691 2.777738 -0.4 0.1 0.2 0.526
H 2.525132 -2.187535 1.524068 1.4 -0.5 2.5 -0.032
H 4.580498 -0.423423 4.552877 0.2 -0.3 0.4 0.504
H 4.846720 2.264986 3.937769 -0.6 -0.9 -0.4 0.399
H 2.674982 3.667192 1.999745 -0.1 -0.3 0.1 0.241
H 4.337364 3.497744 1.559731 -0.3 -0.5 -0.1 0.401
H 3.047611 2.811080 0.530008 0.1 0.0 0.0 -0.168
```
Forces are in eV/Å.

For the frontier orbital gap (spin up / spin down), the calculation gives 0.21496 / 0.18627 hartree. For the LUMO energy (spin up / spin down), the calculation gives -2.9 / -3.7 eV. Its molar mass is 644.943 g mol⁻¹. The spin multiplicity is 8. The net charge is +1. As for the expectation value of S²: 15.813. As for the highest occupied orbital energy (spin up / spin down): -8.72 / -8.72 eV.